[1]
Entry from OMol25: a molecular structure, C32H32BN3O6PRu in a non-equilibrium geometry (the ωB97M-V functional and the def2-TZVPD basis).

Structure (XYZ):
```
76
Properties=species:S:1:pos:R:3:forces:R:3:mulliken_spin:R:1
Ru 0.161857 0.845577 1.161875 -0.1344 1.1996 1.1283 3.37
O -1.594357 4.406344 2.706591 0.0563 0.0257 0.1613 0.04
C -1.205164 3.483892 2.041127 -0.1185 -0.1946 0.0555 0.00
N -0.985017 2.172026 2.424924 0.0835 -0.0719 -0.0321 0.20
C -1.220947 1.758153 3.727637 -0.0093 0.0567 -0.2017 -0.01
O -1.720550 2.378548 4.626878 -0.0014 0.1338 0.0294 0.04
C -0.819613 0.321806 3.950365 0.0076 -0.0509 -0.2399 0.03
C -0.864545 -0.215629 5.218472 -0.0363 -0.0381 0.1396 0.00
C -0.507342 -1.540901 5.392455 0.0025 -0.0352 0.0180 0.00
C -0.144962 -2.292398 4.282829 0.0008 -0.0392 0.1211 0.00
C -0.134039 -1.692596 3.042678 -0.1184 0.1629 -0.1046 0.02
N -0.456732 -0.400387 2.883489 0.1200 -0.2353 -0.1142 0.03
C -0.961590 3.687332 0.568178 -0.0187 -0.1017 -0.1003 0.02
C -1.107238 4.941821 0.004900 -0.0751 0.0813 -0.0261 0.00
C -0.988014 5.065490 -1.367561 -0.0125 0.0336 -0.0149 0.00
C -0.758326 3.927231 -2.130752 -0.0332 0.0809 -0.0676 0.00
C -0.604083 2.716785 -1.488305 -0.1228 -0.1316 0.1009 0.01
N -0.682712 2.605582 -0.159496 0.2774 -0.0071 -0.0996 0.03
H -1.175332 0.425147 6.032020 0.0073 -0.0298 -0.0087 0.00
H -0.517521 -1.986563 6.378705 0.0041 0.0103 -0.0222 0.00
H 0.131266 -3.334213 4.370877 -0.0184 0.0201 0.0149 0.00
H 0.113114 -2.243540 2.147824 -0.0129 0.0458 0.0170 0.00
H -1.330575 5.777585 0.654253 0.0123 -0.0343 -0.0194 0.00
H -1.094034 6.032951 -1.841433 -0.0028 -0.0282 0.0035 0.00
H -0.698737 3.975370 -3.210285 -0.0032 -0.0001 0.0351 0.00
H -0.444849 1.798355 -2.040123 0.0777 0.0279 0.0180 -0.01
O 3.837759 0.849328 3.237046 -0.0873 0.0039 0.0931 0.03
C 3.071215 0.995567 2.323904 -0.1813 -0.0652 0.0958 -0.01
O 1.767844 1.184324 2.447065 0.2331 -0.1034 -0.3993 0.17
C 3.579245 0.979982 0.884158 -0.1182 0.1409 0.0386 0.01
P 2.219741 0.747549 -0.292927 0.1273 -0.7319 -0.2842 0.09
C 2.948478 1.111995 -1.916690 -0.2269 0.0635 0.0052 0.04
C 3.993406 0.290663 -2.342484 0.0275 -0.0349 -0.0705 0.01
C 4.600814 0.527970 -3.562788 0.0307 0.0090 -0.0322 0.00
C 4.173014 1.581444 -4.364875 0.0183 -0.0278 0.0103 0.00
C 3.144135 2.405535 -3.939183 -0.0261 0.0125 0.0513 0.00
C 2.529877 2.171630 -2.713720 0.1587 0.0117 0.0034 0.01
C 1.980852 -1.065061 -0.347240 0.0942 -0.0057 -0.0417 0.03
C 2.301246 -1.873935 0.743617 0.0479 0.0438 -0.0909 0.01
C 2.071843 -3.244004 0.684194 0.0118 -0.0177 -0.0191 -0.03
C 1.524022 -3.809217 -0.455670 -0.0257 0.0196 -0.0632 0.04
C 1.201812 -3.006295 -1.547887 0.0258 0.0213 0.0293 -0.01
C 1.419995 -1.641894 -1.493509 0.0352 -0.0339 0.0506 0.06
H 4.332994 0.202998 0.767561 0.0778 0.0204 -0.0325 0.00
H 4.055020 1.940391 0.682913 0.0120 0.0535 -0.0344 -0.01
H 4.326450 -0.539878 -1.729110 -0.0231 0.0298 -0.0372 0.00
H 5.410801 -0.110445 -3.890402 -0.0089 0.0135 -0.0027 0.00
H 4.650035 1.760423 -5.320262 -0.0112 -0.0079 0.0345 0.00
H 2.820964 3.236607 -4.554222 0.0108 -0.0425 0.0270 0.00
H 1.749137 2.832703 -2.373940 -0.0681 0.0514 0.0238 0.01
H 2.747416 -1.447519 1.634505 0.0019 -0.0368 0.0264 0.00
H 2.337642 -3.870894 1.526894 0.0020 0.0327 -0.0179 0.00
H 1.357612 -4.877966 -0.503816 0.0070 0.0233 0.0006 0.00
H 0.792899 -3.451653 -2.447202 0.0127 0.0120 0.0332 0.00
H 1.184208 -1.019784 -2.351646 0.0225 -0.0304 0.0232 0.00
C -3.584962 -2.086639 0.937552 0.0302 0.0241 0.0900 0.00
C -2.611578 -2.079232 -0.228311 -0.0138 0.0549 -0.0187 0.01
C -2.431272 -3.469210 -0.790911 0.0310 -0.0633 -0.0416 0.00
O -1.321172 -1.630577 0.321068 -0.1089 0.0517 -0.1279 0.04
B -1.270767 -0.296360 0.085185 0.0475 -0.3511 -0.0826 -0.33
O -2.199644 0.193403 -0.760884 -0.0366 0.0288 0.0011 0.05
C -2.926949 -0.973729 -1.288808 0.0276 -0.0446 0.0446 0.00
C -4.388122 -0.605725 -1.402714 -0.0583 0.0096 -0.0262 0.00
C -2.331928 -1.261488 -2.654434 0.0892 0.0290 -0.0274 0.00
H -3.196672 -2.745836 1.715410 -0.0272 0.0063 -0.0205 0.00
H -4.565193 -2.452826 0.632026 0.0185 0.0110 0.0126 0.00
H -3.699884 -1.087735 1.364277 -0.0178 -0.0319 -0.0140 0.00
H -2.165754 -4.152437 0.016769 -0.0258 -0.0039 -0.0250 0.00
H -1.642600 -3.502039 -1.541379 -0.0491 -0.0079 0.0416 0.00
H -3.363302 -3.817383 -1.241125 0.0300 -0.0025 0.0092 0.00
H -4.786740 -0.238998 -0.459339 -0.0023 -0.0091 -0.0157 0.00
H -4.968786 -1.475282 -1.718628 0.0000 0.0372 0.0099 0.00
H -4.509186 0.175417 -2.153473 -0.0105 -0.0226 0.0097 0.00
H -1.270950 -1.510597 -2.574257 -0.0482 -0.0113 -0.0209 0.00
H -2.433444 -0.371682 -3.276558 -0.0057 -0.0238 -0.0080 0.00
H -2.851510 -2.085394 -3.143853 0.0178 0.0145 -0.0022 0.00
```
Positions in Å, forces in eV/Å.

For the HOMO-LUMO gap (spin up / spin down), the calculation gives 7.86 / 6.67 eV. The lowest unoccupied orbital energy (spin up / spin down) comes out at -0.1273 / -0.1952 hartree. The charge is +1. The multiplicity is 5. Its expectation value of S² is 6.028.

=====

[2]
Entry from OMol25: 8 unconnected molecules or ions with the total composition C42H99N5O6S3 in a non-equilibrium geometry (the ωB97M-V functional and the def2-TZVPD basis).

Structure (XYZ):
```
155
Properties=species:S:1:pos:R:3:forces:R:3:lowdin_charge:R:1
C 2.526039 7.597913 6.109981 -0.4804 0.5637 -1.7105 -0.09
C 2.206358 6.879549 4.725147 1.6241 0.6357 1.4928 -0.21
N 3.455324 6.390423 4.030987 -1.6641 -0.0648 1.6399 -0.20
C 3.073972 5.308554 3.182683 -0.6445 0.8964 -2.1501 -0.25
C 2.349088 5.845357 1.917184 -0.2757 -1.3628 -1.3487 -0.10
C 4.252571 7.449788 3.413050 -1.3005 -0.4929 1.3027 -0.28
C 5.655091 7.010474 3.244753 1.4599 -0.0910 -0.3733 -0.10
H 1.676397 7.391597 6.760848 0.3845 0.0051 0.3695 0.06
H 2.516830 8.668103 5.903284 -0.0709 0.2059 0.2395 0.05
H 3.508824 7.421715 6.547243 -0.2464 -0.6729 -0.0123 0.07
H 1.503025 6.098680 5.014407 0.5011 -0.6045 -0.5906 0.10
H 1.617582 7.581352 4.134474 0.0661 0.1238 -0.3695 0.10
H 3.904701 4.806472 2.686806 0.5335 -0.1132 0.6647 0.11
H 2.485898 4.553814 3.704827 0.0404 0.1802 0.1083 0.11
H 1.385938 6.352229 1.857874 -0.0232 0.1715 1.0384 0.07
H 3.016633 6.422164 1.277044 0.1997 0.1194 0.2421 0.06
H 2.171379 4.955178 1.313769 -0.1283 -0.2207 -0.2577 0.06
H 4.211289 8.231600 4.171455 0.2442 0.3020 -0.1561 0.11
H 3.828750 7.865673 2.498985 -0.1378 0.0338 -0.1845 0.11
H 5.910400 6.368013 2.402049 -0.5367 0.1044 -0.4166 0.07
H 6.006071 6.415522 4.087926 -0.0492 0.4523 0.3589 0.08
H 6.232282 7.926450 3.118451 0.4964 -0.1745 0.1107 0.07
C -5.630143 -9.090790 -2.094397 -0.3055 -0.2613 -0.1711 -0.10
C -4.298966 -8.867546 -2.774381 0.0194 -0.2684 0.0242 -0.30
N -3.553632 -7.825845 -2.083002 1.2756 0.0317 0.3402 -0.17
C -3.040623 -8.436816 -0.807996 0.3077 2.8140 0.7452 -0.20
C -3.001310 -7.302415 0.372867 -1.0569 -2.2459 -1.5659 -0.06
C -2.504355 -7.229313 -2.981443 0.2459 -0.9399 -0.8877 -0.25
C -1.534827 -6.128882 -2.571385 -0.9133 0.4698 1.6611 -0.10
H -6.102310 -8.125637 -1.910981 -0.3180 -0.1529 -0.2218 0.08
H -5.567654 -9.611570 -1.138895 0.2754 0.1196 0.0715 0.06
H -6.212791 -9.767337 -2.719623 -0.4115 0.2969 -0.0786 0.07
H -3.777677 -9.824741 -2.786050 0.5244 -0.3241 0.1574 0.11
H -4.419271 -8.678949 -3.841174 -0.1962 0.6435 0.0568 0.11
H -3.717475 -9.180491 -0.387389 -0.1786 0.1087 -0.5321 0.08
H -2.090295 -8.948103 -0.961474 0.3425 0.0958 -0.0409 0.10
H -3.002324 -7.896151 1.286964 0.7598 0.4461 0.3398 0.05
H -2.281029 -6.489396 0.281696 0.0177 -0.3720 0.1271 0.05
H -4.025569 -6.931912 0.331442 0.1243 0.5145 -0.0615 0.06
H -2.981894 -6.903527 -3.905515 -0.6272 0.2649 0.2377 0.11
H -1.847985 -7.986681 -3.409991 0.1648 -0.9113 0.3018 0.10
H -1.032893 -6.348682 -1.629122 0.2734 -0.3494 -0.0630 0.05
H -2.088167 -5.223647 -2.321482 -0.0240 0.2897 -0.2669 0.07
H -0.772018 -5.897215 -3.314723 -0.2913 -0.2525 -0.1786 0.07
C -4.746447 7.071139 4.081657 0.2820 -0.1453 -0.4973 -0.08
C -5.580192 8.161976 3.373922 -0.2664 -0.1378 -0.7458 -0.23
N -5.468072 8.274984 1.900394 -0.9437 1.5151 -0.1694 -0.23
C -4.223057 8.924546 1.467060 -1.2188 -2.0506 -0.3867 -0.27
C -3.983106 10.283934 2.025833 1.0850 0.4226 1.7219 -0.10
C -5.919167 7.129096 1.096850 -0.3814 0.7965 1.6966 -0.22
C -7.486977 6.846264 1.231224 2.0059 0.1169 0.2859 -0.07
H -4.241327 7.345974 5.007627 -0.4388 0.4925 0.1546 0.06
H -3.899142 6.856744 3.430353 -0.0099 -0.5082 -0.1495 0.06
H -5.311051 6.164462 4.299092 0.0900 -0.0694 -0.2700 0.07
H -6.655906 8.020533 3.478465 0.0627 -0.0067 0.8043 0.10
H -5.287562 9.118768 3.806364 -0.3599 0.0905 -0.1514 0.09
H -3.539276 8.135789 1.780775 1.5685 0.6701 -0.1256 0.10
H -4.167064 8.965840 0.379278 -0.3539 -0.1740 -0.0814 0.11
H -3.313773 10.868641 1.394791 -0.1999 0.0728 -0.0038 0.07
H -4.811289 10.883284 2.403979 -0.5930 -0.1696 -0.9765 0.08
H -3.471262 10.148766 2.978637 0.5784 0.0899 0.0743 0.06
H -5.319914 6.290569 1.451630 -0.3180 -0.8776 -0.1503 0.10
H -5.588804 7.289133 0.070514 -0.4443 0.1914 -0.0863 0.10
H -7.765318 6.460116 2.211793 0.4698 -0.6856 -0.0232 0.05
H -7.641900 6.107382 0.444997 -0.8622 0.1719 0.1322 0.06
H -8.107034 7.742688 1.239312 0.2533 0.1811 -1.0519 0.07
C 11.101784 0.705987 -2.017614 -0.0427 -0.6018 1.2326 -0.10
C 10.959497 -0.510276 -2.961805 -1.5125 0.7041 0.3256 -0.21
N 9.599392 -1.192005 -2.887779 0.2251 0.7049 1.4738 -0.20
C 9.577779 -2.421455 -3.645554 1.4561 -0.9861 1.7698 -0.25
C 10.336438 -3.622988 -2.905318 -0.2670 1.5051 -0.9922 -0.06
C 8.581878 -0.387844 -3.517296 -1.3868 1.3221 -0.1411 -0.27
C 7.010406 -0.633782 -3.301611 1.4511 -0.2107 0.5482 -0.06
H 11.078374 0.404516 -0.970394 0.3468 -0.4730 0.1093 0.07
H 10.315729 1.459214 -1.964047 -0.2282 -0.0921 -1.0118 0.06
H 12.046780 1.229958 -2.160932 0.0102 -0.0954 -0.2365 0.07
H 11.156613 -0.083917 -3.945411 -0.2894 -0.2998 -0.7302 0.10
H 11.750171 -1.242586 -2.798541 -0.2098 0.0077 0.3139 0.10
H 10.021105 -2.032970 -4.562415 0.2174 -1.4143 -0.9871 0.11
H 8.542927 -2.730795 -3.792158 0.1234 0.0750 -0.1564 0.10
H 10.078187 -3.750492 -1.854058 -0.9523 0.0263 -0.2083 0.07
H 11.400891 -3.423947 -2.781124 0.1912 -0.1470 -0.7611 0.05
H 10.125416 -4.504826 -3.510255 0.4016 -0.2336 0.3496 0.06
H 8.686183 0.656377 -3.222645 0.2912 0.0190 -0.0108 0.10
H 8.805208 -0.424769 -4.583525 -0.2967 0.2083 -0.6300 0.10
H 6.711643 -0.131453 -2.381550 -0.0269 0.0756 -0.0225 0.06
H 6.445531 -0.204553 -4.129116 0.1986 0.0604 -0.0286 0.06
H 6.685400 -1.666707 -3.176953 0.2954 -0.1575 -0.2048 0.05
C -3.205965 1.591344 -0.244218 2.3139 -0.5420 -0.3154 -0.05
C -2.386136 0.249568 -0.474724 -1.3804 -0.6502 0.2694 -0.25
N -0.999645 0.249265 -0.010331 0.6804 -0.0004 -2.2848 -0.18
C -0.076159 -0.698231 -0.750463 -1.1324 -1.1276 2.0679 -0.25
C 0.156403 -0.500588 -2.200586 -0.0899 1.3016 -1.2201 -0.11
C -0.831621 0.159605 1.396582 0.2285 -0.9126 1.4830 -0.26
C -1.646726 -0.922950 2.191975 -0.5008 0.7413 0.6846 -0.08
H -2.849356 2.021651 0.691604 0.0147 0.1280 0.0035 0.06
H -4.294436 1.615740 -0.192006 0.1393 -0.6717 -0.3907 0.07
H -2.803829 2.185876 -1.064533 -0.5303 0.6980 0.1742 0.06
H -2.959049 -0.571485 -0.043748 -0.0202 -0.2948 0.7098 0.09
H -2.424845 -0.088097 -1.510377 0.2812 0.7073 -0.2950 0.10
H 0.838541 -0.764889 -0.161415 0.3173 0.7521 -0.2874 0.11
H -0.427519 -1.713960 -0.568971 -0.5557 -0.5268 -0.2181 0.10
H 0.531095 0.516212 -2.318162 0.0744 0.1162 -0.3437 0.08
H 0.841819 -1.163876 -2.728190 0.3651 -0.2580 0.7548 0.07
H -0.726122 -0.587111 -2.834421 -0.3946 0.1536 0.3282 0.06
H -0.874462 1.156695 1.834853 -0.9080 0.0281 0.3116 0.11
H 0.205748 -0.067841 1.641991 0.2422 -0.1944 -0.4373 0.10
H -1.372741 -0.854575 3.244764 0.4597 -0.0155 0.0545 0.06
H -1.567771 -1.978649 1.932436 0.5593 0.1399 -0.5151 0.06
H -2.722305 -0.767343 2.275765 -0.1600 0.4161 -0.5277 0.05
C 3.810299 -5.804740 1.084618 0.0924 -0.4285 0.6161 -0.18
C 4.758749 -6.657439 2.074892 -1.6884 0.4588 -0.7116 -0.20
C 5.201621 -5.690455 3.172797 0.0223 -0.1115 -1.3152 -0.24
S 3.688425 -4.789167 3.611592 0.3776 0.6900 0.6898 0.67
O 3.868260 -3.424290 4.096921 0.1905 -1.1476 -1.0675 -0.33
O 3.011931 -5.683376 4.508718 -0.5799 -0.4765 -0.1090 -0.33
C 2.960099 -4.834152 1.930758 0.4521 1.2805 0.3143 -0.22
H 3.168570 -6.397059 0.432360 0.0856 -0.4014 0.3243 0.10
H 4.390954 -5.202647 0.385736 0.3509 -0.0312 0.2276 0.10
H 5.602588 -7.117578 1.560787 -0.0264 0.2505 -0.0722 0.11
H 4.170674 -7.465839 2.509364 -0.0863 -0.0156 -0.0289 0.11
H 5.911670 -5.058818 2.638972 0.2114 0.4918 0.7579 0.11
H 5.606899 -6.243856 4.019905 -0.0563 0.5672 0.1454 0.11
H 3.047640 -3.807737 1.574516 0.6413 0.1169 -0.0203 0.09
H 1.871893 -4.843975 1.992527 0.0013 -1.2359 0.2405 0.10
C 1.680866 -2.195692 -9.012187 2.1549 -2.3628 -0.6059 -0.25
C 0.475035 -1.422887 -9.174515 -2.1359 1.9841 0.8850 -0.28
C -0.722576 -2.191608 -8.664110 -0.6412 -0.7714 0.3945 -0.19
S -0.439019 -4.031229 -8.918816 2.0482 1.4846 0.5055 0.70
O -1.149747 -4.519939 -10.062624 -0.2671 -0.0446 -0.2892 -0.33
O -0.497973 -4.777287 -7.671789 -0.0217 0.7823 -0.7058 -0.34
C 1.344724 -3.661209 -9.393830 -0.2300 -0.2221 -0.7566 -0.19
H 2.104411 -2.074204 -8.015221 -0.1857 -0.3271 0.1202 0.12
H 2.403137 -1.743412 -9.691795 0.4509 -0.5373 -0.0408 0.12
H 0.223615 -0.963543 -10.130485 0.5312 -0.5099 -0.3517 0.13
H 0.702505 -0.583776 -8.517062 -0.8560 0.5091 -0.0059 0.12
H -1.621845 -1.878076 -9.194304 -0.1751 -0.3189 0.3823 0.10
H -0.801584 -2.111373 -7.579946 -0.3221 0.0648 -0.0438 0.10
H 1.327356 -3.686393 -10.483401 -0.3416 -0.0180 -0.1551 0.09
H 1.997592 -4.499520 -9.150747 -0.0090 0.2863 0.6820 0.10
C -9.268520 -1.442851 4.511602 1.1801 1.6080 0.4529 -0.20
C -10.122713 -0.268380 4.989709 -1.7808 0.6995 -1.3568 -0.26
C -9.468675 0.703462 5.922991 2.0152 -1.2108 0.9598 -0.22
S -7.743460 0.795382 5.286206 1.4278 -1.3877 -0.5971 0.71
O -6.839252 0.671192 6.425539 -0.8716 0.1197 -0.8635 -0.35
O -7.427610 1.778765 4.260305 -0.8993 -0.0546 0.9742 -0.34
C -7.884281 -0.800488 4.297723 0.0053 -0.4992 0.2458 -0.21
H -9.545196 -1.735033 3.498590 -0.6291 -0.5378 0.4980 0.11
H -9.285953 -2.237128 5.257869 0.1580 -0.1628 -0.3147 0.11
H -11.033550 -0.688561 5.416245 -0.2794 0.5068 -0.1225 0.12
H -10.316784 0.356594 4.118018 -0.7761 -0.3481 -0.3840 0.12
H -9.296582 0.117231 6.825659 0.2284 0.4686 0.5105 0.10
H -9.839049 1.689582 6.203128 -0.3568 -0.2079 -0.6068 0.11
H -7.101056 -1.535960 4.481451 0.3286 0.5202 0.3714 0.10
H -7.829934 -0.535191 3.241897 0.2569 0.4935 0.2261 0.09
```
Positions in Å, forces in eV/Å.

For the HOMO-LUMO gap, the calculation gives 7.69 eV. The lowest unoccupied orbital energy comes out at 0.0045 hartree. The charge is 0. The multiplicity is 1. Its SMILES is O=S1(=O)CCCC1.O=S1(=O)CCCC1.O=S1(=O)CCCC1.CCN(CC)CC.CCN(CC)CC.CCN(CC)CC.CCN(CC)CC.CCN(CC)CC.